1.
{"formula": "C3H8N2OS", "method": "wB97M-V/def2-TZVPD", "orbital_gap_ha": 0.3350, "max_force_ev_per_a": 4.23, "lumo_energy_ev": 0.52, "symbols": ["C", "C", "C", "N", "N", "O", "S", "H", "H", "H", "H", "H", "H", "H", "H"], "xyz": [[-1.742, 1.784, -0.488], [2.182, -0.904, 0.547], [-1.682, -0.416, -1.056], [-1.176, -1.941, 0.711], [-1.268, -1.079, -0.132], [-1.896, 0.773, -1.429], [3.081, 0.628, 0.461], [-1.423, 1.339, 0.420], [-2.622, 2.525, -0.372], [-0.885, 2.454, -0.872], [1.427, -0.728, 1.365], [2.840, -1.696, 0.901], [1.631, -1.131, -0.373], [3.544, 0.642, -0.887], [-2.011, -2.249, 1.204]], "nbo_charge": [-0.2691, -0.7539, 0.4142, -0.4984, -0.1071, -0.4544, -0.0619, 0.1882, 0.2023, 0.1953, 0.2338, 0.2178, 0.2320, 0.1295, 0.3315]}

2.
{"formula": "C3H10S2", "method": "wB97M-V/def2-TZVPD", "orbital_gap_ha": 0.3472, "smiles": "CSS.CC", "max_force_ev_per_a": 0.97, "lumo_energy_ev": 0.59, "symbols": ["C", "S", "S", "H", "H", "H", "H", "C", "C", "H", "H", "H", "H", "H", "H"], "xyz": [[-0.738, 1.792, -0.162], [-0.406, 1.224, 1.507], [0.959, -0.301, 1.173], [0.174, 1.995, -0.722], [-1.329, 2.702, -0.053], [-1.311, 1.085, -0.765], [0.155, -1.253, 1.572], [-0.030, -0.992, -2.677], [-0.244, -2.207, -1.764], [0.550, -0.248, -2.136], [-0.959, -0.552, -3.038], [0.490, -1.328, -3.578], [-0.750, -1.900, -0.859], [-0.781, -3.024, -2.243], [0.738, -2.618, -1.514]], "nbo_charge": [-0.7577, 0.0968, -0.1333, 0.2229, 0.2315, 0.2181, 0.1250, -0.6068, -0.6028, 0.2046, 0.1978, 0.2024, 0.1988, 0.2014, 0.2013]}